Computed, not measured: a single C19H19N3O4 molecule at a distorted geometry, with wB97M-V/def2-TZVPD.

Values from the calculation:
Structure (SMILES): CCOc1ccc(-c2nnc(NC(=O)Cc3ccc(OC)cc3)o2)cc1
Net charge: 0
Orbital gap in eV: 8.8
Largest force on an atom in eV Å⁻¹: 1.5
Calculated total energy in eV: -32671.3059
Energy above the lowest of the compared OMol25 structures with the same formula, charge and spin in kcal/mol: 65.6

Last column: Löwdin charge in e.
CARTESIAN COORDINATES (ANGSTROEM)
C (-2.997, -1.351, -0.935)  -0.03
C (-0.945, 1.581, 0.523)  -0.30
H (0.388, 0.755, -1.643)  0.12
O (4.490, 0.352, 0.327)  -0.04
N (-2.915, 1.948, 1.251)  0.12
C (5.523, 1.145, -1.744)  -0.06
C (-0.888, -1.923, 0.077)  -0.28
N (-1.620, 1.854, 1.600)  0.11
H (6.109, 1.874, -1.189)  0.08
C (1.281, 1.432, 1.552)  -0.01
C (2.359, 0.544, -0.855)  -0.01
C (-3.501, -0.938, 0.297)  -0.25
O (-1.755, 1.502, -0.563)  0.16
H (-3.060, -0.758, 2.381)  0.12
C (-5.086, 0.693, -0.711)  -0.47
H (0.868, -3.220, 1.684)  0.10
H (-4.990, 0.178, 1.354)  0.13
H (6.106, -0.495, -0.469)  0.12
H (-1.311, -2.136, -2.002)  0.12
H (4.620, -0.801, -1.392)  0.12
C (2.615, 1.114, 1.472)  0.00
C (1.019, 0.863, -0.774)  -0.01
H (-4.112, 2.212, -1.654)  0.17
C (1.247, -2.496, 0.955)  -0.08
C (-2.979, 1.719, -0.019)  -0.40
C (-1.711, -1.832, -1.047)  0.00
C (5.185, -0.038, -0.843)  -0.24
O (0.380, -2.373, -0.146)  -0.09
H (-5.653, -1.082, 0.291)  0.13
H (2.190, -2.858, 0.548)  0.10
C (-1.398, -1.556, 1.316)  -0.01
C (-4.874, -0.322, 0.391)  -0.05
H (4.620, 1.633, -2.103)  0.07
H (-3.619, -1.276, -1.816)  0.13
H (2.750, 0.192, -1.796)  0.11
N (-4.098, 1.653, -0.810)  0.18
H (3.261, 1.197, 2.332)  0.12
H (6.102, 0.802, -2.597)  0.08
C (-2.691, -1.070, 1.415)  -0.04
H (0.840, 1.772, 2.475)  0.12
C (0.465, 1.309, 0.424)  -0.16
H (1.413, -1.533, 1.447)  0.08
C (3.175, 0.663, 0.269)  -0.27
H (-0.797, -1.619, 2.208)  0.11
O (-6.007, 0.693, -1.485)  0.09

***

Computed, not measured: 2 unconnected molecules or ions with the total composition C4H12 at a distorted geometry, with wB97M-V/def2-TZVPD.

Values from the calculation:
Structure (SMILES): CC.CC
Net charge: 0
Orbital gap in eV: 12.4
Largest force on an atom in eV Å⁻¹: 3.6
Calculated total energy in eV: -4341.4928
Energy above the lowest of the compared OMol25 structures with the same formula, charge and spin in kcal/mol: 23.9

Last column: Löwdin charge in e.
CARTESIAN COORDINATES (ANGSTROEM)
H (2.429, -2.660, 0.787)  0.09
C (-2.449, 1.604, 0.459)  -0.17
H (-2.066, 1.988, 1.330)  0.03
H (0.620, -1.678, -0.786)  0.03
C (2.203, -1.554, 0.643)  -0.17
H (1.383, -0.079, -0.850)  0.09
H (1.660, -1.134, 1.470)  0.04
H (-0.672, 0.563, 0.288)  0.06
C (-1.339, 1.098, -0.397)  -0.20
H (-1.633, 0.555, -1.337)  0.09
C (1.541, -1.208, -0.690)  -0.18
H (3.104, -0.956, 0.804)  0.06
H (-3.075, 0.798, 0.922)  0.08
H (2.177, -1.456, -1.496)  0.04
H (-0.875, 1.828, -0.928)  0.02
H (-3.010, 2.291, -0.219)  0.09

***

Computed, not measured: a single C20H20N2O3 molecule at a distorted geometry, with wB97M-V/def2-TZVPD.

Values from the calculation:
Structure (SMILES): Cc1onc(-c2ccccc2)c1C(=O)Nc1ccc(OC(C)C)cc1
Net charge: 0
Orbital gap in eV: 8.5
Largest force on an atom in eV Å⁻¹: 1.3
Calculated total energy in eV: -30186.7658
Energy above the lowest of the compared OMol25 structures with the same formula, charge and spin in kcal/mol: 63.7

Last column: Löwdin charge in e.
CARTESIAN COORDINATES (ANGSTROEM)
H (-4.065, 0.115, -3.704)  0.06
H (-0.595, 0.271, 4.641)  0.11
C (0.227, 0.441, -1.107)  -0.22
C (-1.127, 0.744, -1.169)  -0.02
H (-1.694, 0.845, -0.253)  0.11
N (0.803, 0.280, 0.158)  0.14
H (1.990, 0.068, -2.265)  0.10
C (-0.608, -1.720, 1.910)  -0.04
H (4.799, 0.091, 1.023)  0.08
C (-2.831, -1.445, 2.770)  -0.08
C (2.244, -0.312, 1.941)  -0.02
O (-1.536, 0.917, -4.841)  -0.03
H (5.506, -0.598, 2.503)  0.10
H (-3.510, 2.657, -3.651)  0.07
H (0.164, 0.441, 0.925)  0.13
C (4.803, 0.133, 2.108)  0.02
H (5.122, 1.120, 2.440)  0.09
C (0.299, 0.476, -3.501)  0.01
C (-2.884, 1.220, -5.176)  -0.41
H (-4.810, 0.277, -5.294)  0.08
H (-2.821, 1.149, -2.367)  0.09
C (-1.961, -1.994, 1.841)  -0.07
C (2.046, -0.171, 0.482)  -0.41
H (-2.553, 3.338, -4.966)  0.09
C (-1.770, 0.915, -2.382)  -0.02
H (-4.239, 2.885, -5.239)  0.08
H (-2.831, 1.232, -6.273)  0.14
O (2.933, -0.411, -0.315)  0.07
C (-3.325, 2.612, -4.720)  -0.04
H (-3.018, -0.215, 4.512)  0.10
C (-0.990, -0.356, 3.857)  -0.02
H (-2.336, -2.639, 1.061)  0.11
H (-3.888, -1.658, 2.710)  0.10
O (3.237, -0.301, 3.919)  0.03
C (-3.870, 0.122, -4.772)  -0.04
C (0.941, 0.307, -2.296)  0.00
C (-2.342, -0.633, 3.780)  -0.08
C (-1.064, 0.783, -3.573)  -0.26
N (1.929, -0.564, 4.151)  0.13
C (1.313, -0.583, 2.996)  -0.20
H (0.071, -2.162, 1.196)  0.12
H (-3.469, -0.849, -5.055)  0.09
C (-0.114, -0.886, 2.913)  -0.18
H (0.842, 0.374, -4.428)  0.12
C (3.442, -0.161, 2.604)  -0.23

***

Computed, not measured: 2 unconnected molecules or ions with the total composition C6H14 at a distorted geometry, with wB97M-V/def2-TZVPD.

Values from the calculation:
Structure (SMILES): C=CC.CCC
Net charge: 0
Orbital gap in eV: 10.8
Largest force on an atom in eV Å⁻¹: 6.4
Calculated total energy in eV: -6446.5403
Energy above the lowest of the compared OMol25 structures with the same formula, charge and spin in kcal/mol: 66.1

Last column: Löwdin charge in e.
CARTESIAN COORDINATES (ANGSTROEM)
H (-3.158, 5.576, 0.330)  0.07
C (-3.979, 4.901, 0.652)  -0.14
C (-3.444, 4.360, 1.920)  -0.26
H (-3.327, 2.802, 3.200)  0.01
H (2.482, -2.489, -2.948)  0.06
H (2.825, -1.397, -1.424)  0.04
H (2.608, -5.227, -0.823)  0.03
C (2.610, -2.345, -1.851)  -0.14
H (-4.503, 2.380, 1.959)  0.08
H (-4.886, 5.529, 0.822)  0.08
C (3.233, -4.515, -0.489)  -0.12
C (-3.808, 3.158, 2.362)  -0.03
H (-2.691, 4.941, 2.504)  0.11
H (1.459, -2.670, -1.547)  0.12
H (-4.211, 4.182, -0.126)  0.07
H (4.495, -2.924, -0.955)  0.09
H (4.092, -3.971, -2.421)  0.14
H (3.930, -4.994, 0.031)  0.02
H (2.639, -3.892, 0.257)  0.10
C (3.633, -3.404, -1.455)  -0.34

***

Computed, not measured: a single C3H4N2O molecule at a distorted geometry, with wB97M-V/def2-TZVPD.

Values from the calculation:
Net charge: 0
Orbital gap in eV: 10.3
Largest force on an atom in eV Å⁻¹: 1.2
Calculated total energy in eV: -8201.2798
Energy above the lowest of the compared OMol25 structures with the same formula, charge and spin in kcal/mol: 60.1

Last column: Löwdin charge in e.
CARTESIAN COORDINATES (ANGSTROEM)
H (0.863, -1.264, 1.538)  0.13
C (0.683, -0.988, 0.511)  -0.22
C (1.919, -0.490, -0.076)  -0.18
H (-1.593, 1.916, 0.268)  0.11
C (-0.996, 0.082, -0.506)  -0.18
N (-1.627, 1.236, -0.483)  0.09
N (2.914, -0.114, -0.521)  0.16
O (-0.332, -0.016, 0.649)  -0.11
H (-2.174, 1.466, -1.285)  0.09
H (0.343, -1.828, -0.094)  0.12

***

Computed, not measured: a molecular structure, C21H17BaCl3GeN7OS2Se, with wB97M-V/def2-TZVPD.

Values from the calculation:
Net charge: +2
Orbital gap (spin up / spin down) in eV: 7.4 / 6.1
Multiplicity: 2
Largest force on an atom in eV Å⁻¹: 0.7
Calculated total energy in eV: -216316.8773
⟨S²⟩: 0.75
Energy above the lowest of the compared OMol25 structures with the same formula, charge and spin in kcal/mol: 11.3

Last column: Löwdin charge in e.
CARTESIAN COORDINATES (ANGSTROEM)
H (-4.881, -3.441, -1.085)  0.09
Cl (0.168, -3.547, -3.062)  0.16
C (1.493, 3.455, -1.751)  -0.09
C (0.173, 5.454, -1.427)  0.04
N (4.427, -1.186, 4.630)  -0.20
C (3.862, -1.018, 3.444)  -0.30
C (2.978, -0.724, 0.771)  -0.17
H (-3.989, -2.305, -0.058)  0.09
S (5.991, -1.448, 4.362)  1.09
H (2.441, 3.015, -2.036)  0.12
N (0.546, 2.615, -1.413)  -0.02
C (1.353, 4.874, -1.772)  -0.01
Cl (-1.785, -4.742, -0.419)  0.19
H (-4.075, 0.485, -2.887)  0.10
H (-1.179, -0.194, 2.292)  0.11
H (2.197, 5.477, -2.071)  0.12
C (-4.717, -0.324, -2.542)  -0.31
H (1.850, -0.771, 5.270)  0.13
H (-6.295, 0.579, -1.361)  0.13
H (6.260, -1.191, 0.080)  0.13
N (0.728, -0.443, 1.577)  -0.06
C (-5.451, -0.097, -1.228)  -0.22
H (-4.777, 0.344, -0.488)  0.10
C (-0.888, 4.588, -1.046)  -0.37
H (5.319, -0.892, -2.238)  0.12
C (-5.890, -1.491, -0.783)  -0.21
N (2.476, -0.560, -0.471)  -0.05
N (-1.668, 2.402, -0.678)  -0.36
H (-6.266, -1.508, 0.238)  0.13
Cl (1.692, -4.365, -0.042)  0.17
H (0.031, 6.526, -1.438)  0.14
C (-0.141, -0.352, 2.577)  -0.14
C (0.197, -0.454, 3.923)  -0.01
C (3.323, -0.629, -1.491)  -0.14
N (-2.110, 4.948, -0.680)  -0.21
Ba (-0.229, -0.130, -0.985)  1.77
S (-3.659, -1.769, -2.301)  0.99
C (4.692, -0.850, -1.360)  -0.01
N (6.020, -1.335, 2.758)  -0.20
C (1.516, -0.675, 4.246)  0.05
C (-0.648, 3.174, -1.051)  -0.51
H (2.895, -0.511, -2.483)  0.11
C (2.452, -0.778, 3.211)  -0.07
Se (-2.999, 3.509, -0.303)  1.21
C (-4.660, -2.390, -0.914)  -0.30
C (2.024, -0.647, 1.890)  -0.16
H (-5.405, -0.593, -3.346)  0.11
Ge (-0.080, -3.574, -0.931)  -0.28
O (-2.374, -1.228, -1.651)  -0.92
C (5.207, -1.014, -0.094)  0.05
H (-6.691, -1.850, -1.431)  0.13
H (-0.566, -0.364, 4.683)  0.12
C (4.775, -1.106, 2.370)  -0.30
C (4.336, -0.950, 0.998)  -0.07